# 1
Computed, not measured: 2 unconnected molecules or ions with the total composition FH3N2O2S in a non-equilibrium geometry, with ωB97M-V with the def2-TZVPD basis set.

E: -759.74747 hartree
Kohn-Sham gap: 10.11 eV
energy relative to the best compared isomer or geometry (same formula, charge and spin): 31.6 kcal per mole

```
9
Properties=species:S:1:pos:R:3:forces:R:3
N 1.56730 -0.03521 1.17943 0.024 0.202 -2.372
N 0.65223 0.19832 1.93441 0.279 -0.563 3.397
O 0.09598 0.99461 -1.68672 -0.107 0.402 -0.080
O -1.63174 -0.56495 -0.77266 -0.031 0.956 1.074
F -1.69703 -0.17303 -3.16918 1.840 0.072 1.581
S -0.47741 -0.29240 -1.86269 -2.616 -0.298 -0.973
H -1.92382 0.17019 -0.13321 0.989 -1.079 -1.563
H 2.49779 -0.32032 1.48428 0.088 -0.167 1.170
H 0.91670 0.02278 3.02634 -0.466 0.474 -2.235
```
Forces are in eV/Å.

# 2
Computed, not measured: FH3NOP in the gas phase in a non-equilibrium geometry, with ωB97M-V with the def2-TZVPD basis set.

E: -573.07523 hartree
Kohn-Sham gap: 11.24 eV
energy relative to the best compared isomer or geometry (same formula, charge and spin): 0.0 kcal per mole
structure (SMILES): NP(O)F

```
7
Properties=species:S:1:pos:R:3:forces:R:3
N 0.90709 0.76922 -0.20024 -2.225 -1.993 -3.703
O -0.20589 -1.42745 0.30427 3.296 3.408 0.195
F -1.60360 0.55415 0.51079 1.230 -0.570 -1.623
P -0.46869 -0.11008 -0.62913 -0.831 0.836 2.312
H 1.09643 1.44919 -0.91042 0.537 0.598 0.511
H 1.07661 0.85028 0.73230 0.990 0.920 2.891
H -0.80195 -2.08530 0.19242 -2.997 -3.198 -0.583
```
Forces are in eV/Å.

# 3
Computed, not measured: 2 unconnected molecules or ions with the total composition FH3OP2 in a non-equilibrium geometry, with ωB97M-V with the def2-TZVPD basis set.

E: -859.53523 hartree
Kohn-Sham gap: 8.79 eV
energy relative to the best compared isomer or geometry (same formula, charge and spin): 60.4 kcal per mole

```
7
Properties=species:S:1:pos:R:3:forces:R:3
O -1.72793 0.09384 -0.38254 0.414 1.673 0.081
F 2.22762 -0.56256 0.37429 -0.239 1.018 -0.174
P -0.51142 -0.98698 -0.08045 0.507 0.772 0.547
P 1.13112 0.57772 -0.07213 -0.907 -0.968 3.444
H -1.38160 1.02860 -0.26683 -1.009 -1.546 -0.275
H -0.07096 -1.30215 -1.36758 -0.104 -0.199 -0.810
H 0.33317 1.15153 1.79524 1.337 -0.750 -2.814
```
Forces are in eV/Å.

# 4
Computed, not measured: a gas-phase ion, FH3P (charge +1) in a non-equilibrium geometry, with ωB97M-V with the def2-TZVPD basis set.

E: -442.70066 hartree
Kohn-Sham gap: 14.81 eV
net charge: +1

```
5
Properties=species:S:1:pos:R:3:forces:R:3
F 1.55547 -0.11944 -0.00183 -2.281 0.110 -0.035
P -0.01952 0.00472 -0.00734 0.941 -0.184 0.118
H -0.61044 -0.92474 -0.90859 0.559 0.400 0.243
H -0.38190 1.32782 -0.36014 0.308 -0.459 0.061
H -0.54362 -0.28836 1.27789 0.473 0.133 -0.388
```
Forces are in eV/Å.

| no. | HOMO energy (eV) | M (g mol⁻¹) |
| --- | --- | --- |
| 1 | -9.59 | 114.10 |
| 2 | -10.22 | 83.00 |
| 3 | -9.33 | 99.97 |
| 4 | -20.86 | 53.00 |